# 1
Density functional theory data (ωB97M-V with the def2-TZVPD basis set) for C21H41FO11S as an isolated structure in a non-equilibrium geometry.

Output
Energy: -2150.3666 a.u.
LUMO energy: 0.29 eV

```
! RIJCOSX wB97M-V def2-TZVPD def2/J DEFGRID3
* xyz 0 1
C 4.67208 -1.64171 1.12906
C 3.79525 -1.91295 -0.16063
C 3.11327 -0.58181 -0.67118
C 1.56994 -0.71449 -0.91488
C 0.90670 0.69912 -1.20026
C -0.63671 0.65808 -0.90539
C -1.05408 0.92609 0.58504
C -0.38080 0.14614 1.76100
C 1.11241 0.54903 2.07003
O 1.89728 -0.65081 2.18997
O -0.61418 2.32877 0.76825
S -1.83157 3.18473 1.52274
O -1.50196 3.72482 2.86977
O -2.34833 4.34810 0.76108
O -2.90539 1.91222 1.79622
C -2.61197 1.06800 0.65618
F -3.21051 1.81813 -0.37837
C -3.53941 -0.18366 0.75548
C -3.59780 -0.86370 2.18342
C -3.25894 -1.30624 -0.30811
C -4.60550 -2.13633 -0.49728
C -5.25097 -1.93373 -1.91788
H 5.75593 -1.80370 0.92431
H 4.56260 -0.60955 1.53525
H 4.38663 -2.39060 1.91142
H 3.05817 -2.72314 0.03888
H 4.48076 -2.26355 -0.96912
H 3.60222 -0.29642 -1.63465
H 3.30592 0.24117 0.05507
H 1.04109 -1.27362 -0.10039
H 1.43204 -1.31492 -1.85622
H 1.45234 1.54855 -0.73419
H 1.00459 0.84489 -2.30995
H -1.03351 -0.28654 -1.33833
H -1.09547 1.48888 -1.50491
H -0.46268 -0.96736 1.67149
H -0.97184 0.40213 2.68258
H 1.14188 1.03751 3.07971
H 1.56453 1.26347 1.35553
H 1.58936 -1.12631 2.96895
H -4.57632 0.18430 0.54627
H -2.75818 -0.60230 2.86279
H -3.56195 -1.97090 2.02920
H -4.54585 -0.57304 2.69468
H -2.40579 -1.97788 -0.06424
H -3.06775 -0.82238 -1.30408
H -5.35441 -1.80709 0.26236
H -4.36139 -3.22235 -0.37561
H -6.31965 -2.26515 -1.87912
H -5.26683 -0.86871 -2.25225
H -4.69365 -2.55178 -2.66223
C -1.17795 8.61628 -3.87517
O -1.37828 9.00837 -2.51963
C -1.41003 7.98669 -1.65628
O -1.28692 6.82561 -1.93495
O -1.60154 8.48658 -0.43411
C -1.65861 7.50157 0.60108
H -1.17011 9.52162 -4.47948
H -0.21891 8.11073 -3.99237
H -1.99285 7.97687 -4.21585
H -0.71955 6.95159 0.66185
H -2.49203 6.81925 0.44031
H -1.81560 8.02409 1.54298
C 4.31827 -6.05200 -2.03458
O 4.13866 -5.68085 -0.66904
C 4.10811 -6.71243 0.17833
O 4.21601 -7.87136 -0.11589
O 3.93629 -6.22815 1.41167
C 3.88501 -7.22864 2.42720
H 4.32673 -5.13639 -2.62312
H 5.27108 -6.56364 -2.17270
H 3.49310 -6.67776 -2.37568
H 4.82067 -7.78695 2.46558
H 3.04302 -7.90169 2.26294
H 3.74384 -6.72081 3.37945
*
```

=====

# 2
Density functional theory data (ωB97M-V with the def2-TZVPD basis set) for a 3-piece molecular cluster, C21H41N2O9S4 overall in a non-equilibrium geometry.

Output
Energy: -3204.0609 a.u.
⟨S²⟩: 0.7539
LUMO energy (spin up / spin down): 0.02 / 0.02 eV

```
! RIJCOSX wB97M-V def2-TZVPD def2/J DEFGRID3
* xyz 0 2
C 3.61938 2.67126 3.12094
C 2.36781 3.49896 2.83466
N 1.36412 2.79806 2.00256
C 0.08304 2.57000 2.70646
C 0.26735 1.81461 4.03653
C 1.36426 3.11335 0.67313
S 2.71911 3.55779 -0.15954
S -0.21715 3.15502 -0.16912
C 0.02952 1.83818 -1.37161
C -0.42327 0.46701 -0.86738
C 0.01403 -0.65118 -1.81947
C 0.50606 -1.96807 -1.17660
C 1.99986 -2.01621 -0.83022
C 2.42801 -1.64248 0.60820
C 3.30644 -0.38067 0.55407
C 3.24597 -2.78531 1.22663
N 1.26859 -1.28467 1.48712
O 1.61953 -0.99804 2.67940
C -0.03214 -2.01740 1.42906
C 0.02893 -3.27639 2.31160
C -1.10887 -1.07413 2.03847
C -0.40657 -2.42532 -0.02205
H 4.14625 2.45242 2.18857
H 4.28083 3.20075 3.81113
H 3.34627 1.70914 3.57053
H 2.64029 4.43381 2.33004
H 1.87548 3.76160 3.77486
H -0.56380 1.99071 2.04649
H -0.40006 3.54152 2.88850
H -0.20994 0.83154 3.99067
H -0.19340 2.36289 4.86347
H 1.31889 1.64975 4.27793
H -0.53650 2.13428 -2.26094
H 1.09047 1.82847 -1.64729
H -1.51826 0.49230 -0.83962
H -0.01966 0.33134 0.14012
H -0.85942 -0.93245 -2.42361
H 0.76090 -0.28520 -2.53484
H 0.37132 -2.72540 -1.96068
H 2.52376 -1.35244 -1.52936
H 2.36311 -3.02676 -1.04379
H 4.31411 -0.63916 0.21493
H 3.36608 0.08490 1.53898
H 2.89522 0.34161 -0.15496
H 4.16001 -2.89800 0.62910
H 3.54171 -2.54397 2.25255
H 2.72322 -3.74364 1.19590
H -0.90722 -3.82909 2.15811
H 0.08935 -3.00852 3.37041
H 0.85286 -3.93933 2.04239
H -1.73640 -1.61602 2.75241
H -1.76037 -0.65618 1.26731
H -0.62839 -0.23441 2.56264
H -1.42495 -2.08547 -0.24123
H -0.45002 -3.52223 -0.05953
C -5.29165 -0.46058 -0.38683
C -6.22470 -0.54226 0.80647
O -6.29816 -1.94904 1.08196
S -4.89848 -2.64502 0.76228
O -4.13239 -2.75924 1.95092
O -5.13637 -3.76770 -0.06794
O -4.28739 -1.44561 -0.10243
H -5.79590 -0.72614 -1.31704
H -4.80929 0.50798 -0.48605
H -7.22583 -0.17947 0.59362
H -5.81637 -0.02835 1.67821
C -0.01019 2.12701 -5.05147
C 0.06458 2.28679 -6.55824
O 0.60620 1.03416 -7.00566
S 0.07011 -0.15551 -6.08699
O -1.07477 -0.74694 -6.67926
O 1.17614 -0.94282 -5.68083
O -0.42403 0.76116 -4.87432
H 0.96008 2.27856 -4.57589
H -0.75410 2.77049 -4.58984
H 0.72923 3.08608 -6.87161
H -0.92248 2.42331 -7.00311
*
```

=====

# 3
Density functional theory data (ωB97M-V with the def2-TZVPD basis set) for a 4-piece molecular cluster, C21H41N5O3P overall in a non-equilibrium geometry.

Output
Energy: -1665.5156 a.u.
Relative energy (zero: lowest compared OMol25 entry of this formula, charge and spin): 75.8 kcal/mol
LUMO energy: 2.43 eV

```
! RIJCOSX wB97M-V def2-TZVPD def2/J DEFGRID3
* xyz -1 1
C -2.85067 2.54020 0.67134
C -2.35998 1.31673 -0.26208
P -1.18722 0.06999 0.60528
N -1.99966 0.41514 2.15896
N -0.53152 -0.41844 -1.04288
C -1.45680 -1.00084 -1.74263
O -2.47322 -1.13325 -2.47937
O -0.33804 -1.19736 1.50876
C 0.93185 -0.69922 2.05758
C 1.39248 0.50394 1.09210
C 2.43909 0.23534 -0.09887
C 3.02469 -1.25776 -0.17816
C 2.09640 -2.16796 -1.16130
C 4.52703 -1.32746 -0.81689
O 0.12886 1.18618 0.77116
H -2.02094 3.04034 1.27490
H -3.72676 2.25601 1.37443
H -3.30153 3.34276 -0.04136
H -1.82728 1.78519 -1.18122
H -3.31547 0.82988 -0.68480
H -2.16132 -0.97563 0.33326
H -1.66577 -0.19375 2.92590
H -2.98508 0.10814 2.02474
H 1.69496 -1.47800 2.40654
H 0.53461 -0.11466 2.98198
H 1.92321 1.34870 1.68684
H 1.93184 0.47926 -1.09866
H 3.35746 0.94247 -0.03901
H 3.10229 -1.80301 0.82504
H 1.94923 -1.70298 -2.19437
H 1.10244 -2.38467 -0.61630
H 2.63655 -3.17302 -1.31752
H 4.57417 -0.93230 -1.88670
H 5.29498 -0.84560 -0.12113
H 4.78602 -2.45433 -0.85639
C 3.65551 -1.14295 -5.89917
C 4.57252 -2.24579 -6.41841
C 5.26121 -3.02459 -5.29550
C 6.11108 -2.09551 -4.47573
N 6.78016 -1.36417 -3.82968
H 4.21165 -0.38644 -5.33961
H 3.16434 -0.63400 -6.73223
H 2.87949 -1.55325 -5.24599
H 5.32564 -1.80032 -7.07678
H 3.98477 -2.94044 -7.02598
H 5.89482 -3.80986 -5.71599
H 4.51988 -3.49857 -4.64609
C -3.73299 -5.30415 4.00847
C -2.39022 -5.03738 3.33596
C -1.94446 -3.57838 3.45344
C -2.95073 -2.68140 2.79335
N -3.73839 -1.97288 2.26915
H -4.53814 -4.73129 3.54145
H -3.99660 -6.36196 3.92462
H -3.69743 -5.04543 5.07146
H -2.46015 -5.31954 2.28051
H -1.63064 -5.68041 3.79125
H -0.97396 -3.44086 2.96913
H -1.84293 -3.29101 4.50386
C -2.35407 6.35162 2.74118
C -2.69493 7.53275 1.83799
C -3.81550 7.21762 0.84501
C -3.40043 6.08418 -0.04928
N -3.06980 5.19095 -0.75219
H -1.98252 5.49889 2.16708
H -1.57122 6.63018 3.45127
H -3.23060 6.02772 3.31063
H -1.79346 7.83641 1.29578
H -2.99713 8.38106 2.46006
H -4.03230 8.09578 0.23111
H -4.73118 6.93978 1.37451
*
```